(1)
A 4-piece molecular cluster, C35H66Cl2N5O8P overall, computed with wB97M-V/def2-TZVPD.

```
117
C35H66Cl2N5O8P wB97M-V/def2-TZVPD
C -3.39 -0.14 3.28
C -1.84 0.01 3.26
C -1.28 -1.16 2.39
C 0.06 -0.82 1.73
C 0.18 -0.76 0.39
C -0.94 -1.04 -0.60
O -1.68 -2.22 -0.36
C -0.87 -3.38 -0.50
C 1.46 -0.39 -0.16
C 1.71 -0.25 -1.62
Cl 1.27 1.30 -2.33
C 2.21 -1.21 -2.39
C 2.43 -1.11 -3.87
Cl 2.63 -2.71 -1.57
C 2.49 -0.12 0.66
C 2.39 -0.18 2.06
N 3.49 0.13 2.80
C 3.25 0.06 4.08
C 2.02 -0.33 4.67
P 1.79 -0.41 6.51
C 3.15 0.58 7.27
O 2.05 -1.99 7.00
N 0.96 -0.64 3.95
C 1.15 -0.54 2.61
H -3.81 0.41 2.43
H -3.80 0.17 4.24
H -3.63 -1.20 3.12
H -1.49 0.99 2.91
H -1.46 -0.17 4.27
H -2.05 -1.42 1.67
H -1.10 -2.04 3.02
H -0.58 -1.09 -1.64
H -1.63 -0.18 -0.57
H -0.64 -3.56 -1.56
H -1.50 -4.23 -0.18
H 0.02 -3.39 0.15
H 1.79 -0.36 -4.33
H 2.18 -2.09 -4.31
H 3.48 -0.90 -4.13
H 3.44 0.17 0.23
H 4.07 0.33 4.75
H 3.26 0.32 8.33
H 4.14 0.44 6.82
H 2.85 1.64 7.25
H 2.17 -2.52 6.20
C -0.42 4.75 0.20
O -1.03 5.77 0.98
C -2.00 6.53 0.27
C -3.39 6.28 0.84
N -3.86 4.94 0.52
C -5.07 4.54 1.23
C -4.98 4.39 2.75
O -4.15 3.31 3.16
C -2.77 3.63 3.27
H 0.38 4.31 0.80
H -1.14 3.95 -0.04
H 0.00 5.15 -0.72
H -1.98 6.33 -0.80
H -1.75 7.58 0.42
H -4.09 7.01 0.42
H -3.33 6.44 1.93
H -3.13 4.27 0.75
H -5.38 3.58 0.82
H -5.87 5.25 0.99
H -5.98 4.15 3.12
H -4.69 5.32 3.25
H -2.61 4.67 3.58
H -2.25 3.43 2.34
H -2.34 2.99 4.04
C 4.01 -10.12 -0.19
O 4.87 -9.37 0.65
C 5.95 -8.75 -0.04
C 5.80 -7.24 -0.02
N 4.69 -6.81 -0.86
C 4.34 -5.40 -0.71
C 3.79 -4.96 0.65
O 2.52 -5.50 0.96
C 2.54 -6.77 1.58
H 3.30 -10.64 0.44
H 3.46 -9.47 -0.88
H 4.58 -10.86 -0.77
H 6.04 -9.12 -1.06
H 6.86 -9.02 0.49
H 6.72 -6.78 -0.38
H 5.65 -6.94 1.03
H 3.87 -7.37 -0.64
H 3.58 -5.18 -1.47
H 5.21 -4.79 -0.96
H 3.64 -3.87 0.60
H 4.50 -5.13 1.46
H 3.43 -6.91 2.21
H 2.48 -7.58 0.84
H 1.66 -6.85 2.22
C -2.04 4.58 -7.60
O -3.24 4.27 -6.93
C -3.41 2.88 -6.67
C -3.36 2.61 -5.18
N -2.01 2.79 -4.66
C -1.92 2.77 -3.20
C -2.62 3.90 -2.44
O -2.04 5.17 -2.64
C -2.52 5.89 -3.77
H -2.06 5.64 -7.85
H -1.16 4.40 -6.96
H -1.94 4.01 -8.52
H -2.67 2.28 -7.21
H -4.40 2.61 -7.04
H -3.67 1.58 -4.99
H -4.07 3.28 -4.69
H -1.65 3.68 -4.98
H -0.86 2.80 -2.94
H -2.30 1.81 -2.84
H -2.50 3.69 -1.37
H -3.70 3.93 -2.62
H -3.57 5.65 -3.98
H -1.91 5.69 -4.65
H -2.45 6.95 -3.55
```

The calculation puts the calculated total energy at -95524.69994 eV.



(2)
C35H66ClF10I2N4O7PS2 as an isolated structure, computed with wB97M-V/def2-TZVPD.

```
128
C35H66ClF10I2N4O7PS2 wB97M-V/def2-TZVPD
C 5.84 -4.64 1.07
C 4.44 -4.68 0.43
C 4.11 -3.83 -0.82
I 5.88 -4.01 -2.06
C 3.65 -2.33 -0.56
P 2.98 -2.32 1.31
C 4.51 -2.15 2.28
O 2.34 -0.82 1.53
O 4.96 -1.66 -0.56
S 5.19 -0.12 -0.52
O 4.56 0.50 0.59
O 6.60 0.04 -0.72
C 4.34 0.28 -2.06
S 4.85 2.01 -2.39
O 5.75 1.96 -3.49
O 5.17 2.67 -1.18
F 3.54 2.70 -2.90
C 2.82 -0.14 -2.05
C 2.29 0.23 -3.48
C 3.20 0.29 -4.72
C 2.40 -0.07 -5.98
N 3.28 -0.23 -7.15
C 2.12 0.78 -0.99
C 0.65 1.15 -0.94
O 0.00 1.07 0.04
Cl -0.09 1.97 -2.34
C 2.64 -1.71 -1.69
I 2.99 -2.75 -3.63
C 1.16 -2.17 -1.34
F 1.30 -3.43 -0.82
F 0.63 -1.41 -0.38
C -0.09 -2.50 -2.31
F 0.12 -3.54 -3.10
F -0.98 -2.95 -1.37
C -0.95 -1.41 -3.01
F -0.30 -0.86 -4.04
F -1.25 -0.48 -2.10
C -2.32 -1.95 -3.57
F -3.22 -2.09 -2.62
F -2.18 -3.08 -4.25
F -2.76 -1.01 -4.41
H 6.49 -5.41 0.66
H 6.31 -3.66 1.05
H 5.72 -4.89 2.13
H 3.64 -4.63 1.17
H 4.36 -5.71 0.03
H 3.31 -4.34 -1.32
H 4.27 -1.48 3.11
H 4.73 -3.12 2.74
H 5.37 -1.73 1.77
H 1.59 -0.87 2.13
H 4.91 -0.32 -2.78
H 1.93 1.25 -3.38
H 1.40 -0.33 -3.73
H 4.07 -0.37 -4.69
H 3.58 1.30 -4.88
H 1.71 0.76 -6.18
H 1.82 -0.98 -5.79
H 4.25 -0.33 -6.87
H 3.03 -1.04 -7.69
H 2.30 0.38 0.00
H 2.60 1.76 -0.96
C 10.24 -3.54 6.74
C 9.38 -2.49 6.05
N 8.27 -3.07 5.32
C 7.62 -2.12 4.43
C 6.90 -0.91 5.04
C 7.38 -3.92 6.09
C 6.71 -3.33 7.34
H 10.58 -4.30 6.03
H 11.13 -3.07 7.17
H 9.72 -4.04 7.55
H 10.00 -1.96 5.33
H 9.07 -1.75 6.80
H 6.90 -2.68 3.81
H 8.38 -1.75 3.73
H 5.97 -1.19 5.52
H 6.66 -0.19 4.26
H 7.53 -0.40 5.77
H 7.96 -4.80 6.40
H 6.62 -4.31 5.42
H 7.42 -2.77 7.95
H 6.31 -4.14 7.96
H 5.88 -2.68 7.09
C -4.13 0.88 -0.57
C -5.00 2.12 -0.76
N -4.73 3.16 0.22
C -5.72 4.22 0.23
C -5.87 5.08 -1.03
C -3.34 3.59 0.30
C -2.67 4.11 -0.97
H -4.22 0.50 0.44
H -4.45 0.10 -1.27
H -3.08 1.08 -0.78
H -6.05 1.84 -0.65
H -4.88 2.48 -1.79
H -5.53 4.87 1.08
H -6.70 3.75 0.42
H -5.04 5.79 -1.14
H -6.79 5.67 -0.97
H -5.93 4.48 -1.94
H -2.75 2.74 0.67
H -3.26 4.34 1.09
H -2.89 3.47 -1.83
H -1.59 4.11 -0.83
H -2.97 5.13 -1.22
C -8.98 1.76 -0.39
C -10.49 1.70 -0.21
N -11.04 2.95 0.29
C -12.42 2.84 0.73
C -13.49 2.49 -0.30
C -10.72 4.13 -0.50
C -11.11 4.14 -1.98
H -8.49 2.08 0.54
H -8.60 0.77 -0.64
H -8.69 2.43 -1.19
H -10.72 0.93 0.53
H -10.94 1.37 -1.15
H -12.69 3.77 1.23
H -12.44 2.08 1.52
H -13.72 3.33 -0.96
H -14.42 2.23 0.21
H -13.20 1.64 -0.92
H -9.64 4.29 -0.44
H -11.16 4.99 0.00
H -10.85 3.20 -2.48
H -10.58 4.94 -2.50
H -12.18 4.31 -2.13
```

The calculation puts the calculated total energy at -144512.07594 eV.



(3)
A 9-piece molecular cluster, C35H66ClF9N3O12PS9 overall, computed with wB97M-V/def2-TZVPD.

```
136
C35H66ClF9N3O12PS9 wB97M-V/def2-TZVPD
C -1.32 6.40 -0.37
C -1.74 5.15 -0.11
C -0.89 3.92 -0.32
C -1.17 3.09 -1.61
Cl -2.72 3.80 -2.24
C -0.08 3.23 -2.81
N -0.67 4.04 -3.89
P 1.49 4.16 -2.43
N 1.28 5.71 -2.31
N -0.02 1.87 -3.43
S 0.82 1.36 -4.85
O -0.14 0.99 -5.83
O 1.75 0.33 -4.56
C 1.87 2.70 -5.67
F 1.87 2.32 -6.94
F 1.44 3.94 -5.61
F 3.11 2.58 -5.22
C -0.72 0.99 -2.73
C -0.84 -0.45 -3.23
O 0.06 -1.19 -2.84
O -1.77 -0.68 -3.99
C -1.31 1.52 -1.43
C -2.81 1.19 -1.16
C -3.64 0.88 -2.40
F -2.90 0.06 -0.36
C -0.41 0.90 -0.30
F -0.40 -0.44 -0.39
F -0.96 1.18 0.91
C 1.06 1.33 -0.25
C 1.50 2.18 0.76
C 2.85 2.55 0.83
C 3.78 2.07 -0.08
C 3.33 1.19 -1.07
C 4.34 0.62 -2.03
F 5.35 0.05 -1.31
F 3.85 -0.35 -2.79
F 4.92 1.56 -2.79
C 1.99 0.83 -1.16
H -2.02 7.11 -0.81
H -0.32 6.71 -0.12
H -2.72 5.01 0.34
H -1.08 3.31 0.56
H 0.14 4.27 -0.24
H -0.94 3.50 -4.70
H -0.11 4.85 -4.14
H 2.45 3.90 -3.43
H 2.00 3.68 -1.22
H 0.32 5.99 -2.47
H -3.27 1.97 -0.56
H -3.32 1.42 -3.28
H -4.65 1.22 -2.19
H -3.67 -0.19 -2.58
H 0.85 2.58 1.52
H 3.21 3.22 1.59
H 4.83 2.31 -0.04
H 1.64 0.14 -1.92
C -5.41 3.35 3.28
S -3.81 3.13 2.50
O -4.06 2.99 1.03
C -3.50 1.48 3.13
H -5.80 4.32 2.97
H -6.09 2.56 2.96
H -5.29 3.34 4.36
H -4.30 0.81 2.81
H -3.44 1.51 4.22
H -2.56 1.13 2.72
C -2.75 -3.97 2.37
S -3.44 -2.54 1.54
O -4.78 -2.28 2.16
C -3.73 -3.31 -0.05
H -2.54 -3.68 3.40
H -3.47 -4.79 2.36
H -1.83 -4.27 1.87
H -4.39 -4.17 0.06
H -2.78 -3.61 -0.48
H -4.20 -2.57 -0.70
C -5.12 -2.94 5.90
S -3.69 -3.67 6.69
O -3.02 -4.54 5.68
C -4.61 -4.74 7.79
H -4.77 -2.25 5.13
H -5.72 -3.72 5.44
H -5.70 -2.39 6.64
H -5.25 -5.40 7.21
H -5.21 -4.13 8.47
H -3.90 -5.33 8.37
C -2.10 -7.20 -3.89
S -1.79 -6.00 -2.59
O -2.89 -6.14 -1.60
C -2.16 -4.55 -3.59
H -1.97 -8.20 -3.47
H -3.12 -7.09 -4.26
H -1.39 -7.05 -4.70
H -3.17 -4.61 -3.98
H -1.44 -4.48 -4.41
H -2.06 -3.67 -2.96
C -9.63 -2.05 6.67
S -8.81 -2.36 8.24
O -7.35 -2.37 7.98
C -9.33 -4.07 8.40
H -9.39 -1.03 6.36
H -9.26 -2.75 5.92
H -10.70 -2.15 6.79
H -8.99 -4.64 7.54
H -10.42 -4.11 8.47
H -8.89 -4.47 9.31
C 7.39 1.28 1.94
S 5.90 1.92 2.70
O 5.55 3.19 1.99
C 6.66 2.41 4.25
H 7.14 0.96 0.93
H 8.15 2.06 1.89
H 7.75 0.43 2.51
H 7.46 3.11 4.06
H 7.05 1.52 4.76
H 5.90 2.87 4.87
C 4.21 0.18 -7.88
S 5.51 -0.65 -6.95
O 6.19 -1.58 -7.89
C 4.40 -1.63 -5.93
H 4.68 0.82 -8.62
H 3.58 -0.56 -8.39
H 3.61 0.78 -7.20
H 3.77 -2.25 -6.56
H 3.79 -0.97 -5.31
H 5.02 -2.26 -5.29
C 11.60 -1.07 1.12
S 11.18 0.44 0.25
O 9.88 0.92 0.80
C 10.83 -0.33 -1.33
H 11.81 -0.81 2.15
H 10.75 -1.76 1.08
H 12.48 -1.52 0.66
H 10.03 -1.07 -1.21
H 11.73 -0.80 -1.72
H 10.50 0.44 -2.02
```

The calculation puts the calculated total energy at -210179.52822 eV.



Going through the records in order, we get frontier orbital gap values of 7.61 7.16 6.68 eV.